The following is a DFT calculation (wB97M-V/def2-TZVPD) of C25H23CrF6I2N2O7S2 as an isolated structure.

Element x y z (Å)
1 Cr 0.2224 -0.1053 -0.2939
2 O 0.1980 -0.0849 1.7614
3 C 1.5054 0.1312 2.4194
4 C 2.5089 0.4122 1.2791
5 O 3.6634 0.6443 1.5274
6 O 1.9899 0.4340 0.0778
7 C 1.8706 -1.0943 3.2424
8 C 0.9045 -2.0245 3.6018
9 C 1.2399 -3.1197 4.3853
10 C 2.5399 -3.2849 4.8315
11 C 3.5008 -2.3390 4.5016
12 C 3.1717 -1.2456 3.7182
13 C 1.3873 1.3863 3.2803
14 C 1.0702 1.2882 4.6318
15 C 0.9318 2.4328 5.4046
16 C 1.1185 3.6829 4.8356
17 C 1.4318 3.7877 3.4870
18 C 1.5607 2.6473 2.7125
19 H -0.4207 0.5370 2.1642
20 H -0.1160 -1.8989 3.2749
21 H 0.4778 -3.8438 4.6432
22 H 2.8038 -4.1410 5.4386
23 H 4.5169 -2.4502 4.8572
24 H 3.9223 -0.5117 3.4640
25 H 0.9378 0.3141 5.0846
26 H 0.6905 2.3431 6.4556
27 H 1.0232 4.5748 5.4413
28 H 1.5821 4.7597 3.0357
29 H 1.7995 2.7439 1.6604
30 C -1.5105 0.7813 -2.6979
31 N -0.1176 0.3826 -2.3709
32 C 0.2895 -0.5688 -3.4210
33 C 0.7411 1.6039 -2.4016
34 C 0.2023 2.5080 -1.3238
35 C 0.1097 3.8824 -1.4511
36 C -0.5227 4.6261 -0.4584
37 C -1.0723 3.9865 0.6387
38 C -0.9675 2.6019 0.7656
39 C -0.3242 1.8513 -0.2043
40 H -1.4920 1.4298 -3.5788
41 H -1.9930 1.3053 -1.8804
42 H -2.0790 -0.1130 -2.9347
43 H 0.0776 -0.1337 -4.4030
44 H -0.2782 -1.4921 -3.3104
45 H 1.3451 -0.7855 -3.3442
46 H 0.6938 2.0704 -3.3918
47 H 1.7717 1.2984 -2.2101
48 H 0.5143 4.3771 -2.3269
49 H -0.6029 5.7008 -0.5566
50 H -1.5873 4.5582 1.4004
51 H -1.4263 2.1425 1.6377
52 F 0.1477 -4.5727 -1.9322
53 C 0.4509 -4.8923 -0.6757
54 F -0.6731 -5.2609 -0.0532
55 F 1.2916 -5.9047 -0.6598
56 S 1.1677 -3.4224 0.2461
57 O 0.0313 -2.8717 0.9762
58 O 2.2132 -3.9569 1.0485
59 N 1.5355 -2.3000 -0.8415
60 S 2.9353 -2.6263 -1.6510
61 O 3.1484 -4.0387 -1.6908
62 O 2.9787 -1.8526 -2.8521
63 C 4.3612 -1.9314 -0.6784
64 F 4.2953 -2.2400 0.6048
65 F 4.4269 -0.6221 -0.8304
66 F 5.4563 -2.4797 -1.2081
67 I -1.8904 -2.0114 -0.2957
68 I -4.2542 -1.1974 -1.3320

- Energy above the lowest of the compared OMol25 structures with the same formula, charge and spin: 0.0 kJ/mol
- E_tot: -4638.11584 a.u.
- HOMO (spin up / spin down): -9.1573 / -9.1722 eV
- LUMO (spin up / spin down): -1.75 / -1.83 eV
- 2S+1: 4
- Kohn-Sham gap (spin up / spin down): 7.411 / 7.344 eV
- Strongest force on any atom: 0.97 eV/Å

Here are the Löwdin charges for atoms 1 to 6, given in e:
1 Cr 0.65
2 O -0.11
3 C -0.24
4 C -0.54
5 O 0.13
6 O -0.12